Computed, not measured: a cluster of 2 separate species, C6H14OS in total in a non-equilibrium geometry, with ωB97M-V with the def2-TZVPD basis set.

The calculation puts the LUMO energy at 0.726 eV. The total energy comes out at -710.18317 a.u. The calculation puts the energy above the lowest of the compared OMol25 structures with the same formula, charge and spin at 6.351 eV. The HOMO energy comes out at -8.33 eV.

CARTESIAN COORDINATES (ANGSTROEM)
C1 -2.933140 0.845570 -0.373156
C2 -1.730452 0.446877 0.448931
C3 0.691889 -0.366446 0.050149
C4 1.646441 -1.150594 -0.939832
C5 0.810081 -0.620846 1.653935
C6 2.247522 1.558291 -0.090077
H1 -2.988808 1.663381 -1.305557
H2 -3.792308 0.096771 -0.654200
H3 -3.247120 1.704031 0.521605
H4 -2.018061 0.355363 1.565949
H5 -0.916319 1.235532 0.034542
H6 1.622487 -2.519133 -1.409246
H7 1.696103 -0.334033 -1.937712
H8 2.660348 -0.861438 -0.520419
H9 -0.036660 0.041810 2.014665
H10 0.705928 -1.669256 1.995832
H11 1.849508 -0.488912 1.872585
H12 2.793648 1.606626 1.021336
H13 2.084550 2.562037 -0.456139
H14 3.181305 1.057667 -0.846495
O1 0.974031 0.915729 -0.287627
S1 -0.986306 -1.003337 -0.255965

Force components x, y, z for each atom (eV/Å):
C -3.996 4.503 0.749
C 0.833 1.187 -1.817
C 1.281 -5.021 0.939
C 1.810 -0.100 -2.704
C -0.371 -0.072 -2.125
C 3.470 -1.688 -0.060
H 1.363 -2.556 2.113
H 1.723 1.246 1.174
H -0.695 -2.220 -2.585
H 0.834 0.394 -1.897
H -1.976 -1.220 2.299
H -0.239 4.650 1.962
H -0.589 -3.021 2.428
H -0.749 -1.435 -0.494
H 1.861 -0.687 0.448
H -0.723 0.461 -0.759
H 0.524 1.342 0.916
H -2.064 -0.429 -2.662
H 0.043 0.153 0.136
H -2.855 1.415 2.145
O 0.121 2.780 0.480
S 0.395 0.317 -0.684

Löwdin population analysis, charges in e, atoms 1 to 5: atom 1 (C): -0.25, atom 2 (C): -0.64, atom 3 (C): -0.89, atom 4 (C): -0.13, atom 5 (C): -0.07